Entry 1:
ORCA calculation (ωB97M-V/def2-TZVPD) on a structure of composition C33H49BrCl3CrO4Se2Si.

Positions of all 94 atoms, in Å:
Cr: -0.632855 0.200415 -0.464008
C: 1.412931 -6.495067 2.242728
C: 1.087300 -6.468584 0.740283
C: 0.233164 -7.697612 0.419121
C: 2.395409 -6.580579 -0.058045
C: 0.380876 -5.161101 0.388451
C: 1.044304 -3.946658 0.546219
C: 0.442897 -2.771228 0.159708
Se: 1.324211 -1.062884 0.356674
C: 2.206695 -1.070598 -1.344308
C: 3.336850 -1.831939 -1.549406
C: 3.965852 -1.837138 -2.789993
C: 3.436876 -0.986747 -3.762175
C: 2.319405 -0.184606 -3.574894
C: 1.619570 -0.254331 -2.336309
O: 0.514853 0.386670 -2.118112
C: 1.814256 0.758740 -4.670055
C: 2.718549 0.768410 -5.905535
C: 1.760853 2.194844 -4.121518
C: 0.404269 0.330504 -5.103755
C: 5.171311 -2.742311 -3.032109
C: 6.322586 -2.341511 -2.095926
C: 4.782128 -4.201967 -2.747759
C: 5.680562 -2.660123 -4.472753
C: -0.842813 -2.714621 -0.435713
O: -1.243839 -1.610262 -0.987865
C: -1.593369 -3.924218 -0.423833
C: -0.933524 -5.096937 -0.064766
C: -3.076199 -4.012262 -0.822939
C: -3.773583 -5.103152 0.010664
C: -3.863048 -2.718988 -0.565686
C: -3.172206 -4.383329 -2.309487
H: 1.933450 -7.420924 2.511300
H: 0.491708 -6.427368 2.824736
H: 2.046211 -5.651002 2.517550
H: 0.787779 -8.604949 0.673623
H: -0.015584 -7.735916 -0.643396
H: -0.692753 -7.694492 0.997687
H: 2.892802 -7.534306 0.148162
H: 3.082386 -5.774866 0.203060
H: 2.193131 -6.516439 -1.128846
H: 2.045859 -3.903115 0.963431
H: 3.715666 -2.417825 -0.717953
H: 3.933275 -0.940688 -4.721764
H: 3.729886 1.096590 -5.651334
H: 2.308356 1.468291 -6.637856
H: 2.775729 -0.215363 -6.378689
H: 2.746426 2.502764 -3.764346
H: 1.057214 2.257748 -3.293299
H: 1.437223 2.891531 -4.902050
H: 0.418966 -0.678596 -5.525583
H: 0.006812 1.017438 -5.858756
H: -0.262362 0.340394 -4.242167
H: 6.003772 -2.372983 -1.053753
H: 6.648234 -1.322910 -2.316635
H: 7.175585 -3.018137 -2.217550
H: 4.472650 -4.327610 -1.709824
H: 5.627438 -4.872195 -2.937874
H: 3.947543 -4.504084 -3.383424
H: 6.041544 -1.655909 -4.705339
H: 4.895592 -2.922093 -5.184993
H: 6.510746 -3.359072 -4.607317
H: -1.490823 -6.023078 -0.130654
H: -3.566520 -4.946955 1.071027
H: -3.454734 -6.111538 -0.264015
H: -4.854537 -5.044937 -0.140853
H: -3.818747 -2.451074 0.491096
H: -4.910780 -2.868732 -0.850341
H: -3.471654 -1.878705 -1.126330
H: -2.662945 -5.331444 -2.504308
H: -2.702020 -3.610695 -2.919852
H: -4.218693 -4.478978 -2.618271
C: -2.997438 -0.866789 -3.915911
Si: -3.568941 0.803700 -3.227477
C: -3.396738 2.046865 -4.657750
C: -5.414174 0.686642 -2.777750
Se: -2.442441 1.606444 -1.463241
H: -3.579087 -1.160991 -4.795862
H: -3.086949 -1.649815 -3.162795
H: -1.945141 -0.807462 -4.200860
H: -3.929609 1.718085 -5.556998
H: -2.338399 2.160416 -4.902587
H: -3.775508 3.029325 -4.366199
H: -6.054520 0.555892 -3.657349
H: -5.714632 1.600496 -2.260975
H: -5.588343 -0.146938 -2.093693
Br: -1.688696 -0.136420 1.721900
Cl: 2.973490 4.407445 -0.806575
C: 1.428597 3.953960 -0.079614
Cl: 0.111436 4.683956 -0.997862
Cl: 1.387900 4.571362 1.596359
C: 1.278378 2.383187 -0.001208
O: 2.318437 1.743638 0.066313
O: 0.071709 2.020544 0.067463

Forces on atoms 1 to 3 (eV/Å):
Cr 0.0 0.2 -0.9
C 0.0 0.0 -0.1
C 0.0 0.0 0.1

Summary:
E_HOMO (spin up / spin down): -2.05 / -2.12 eV
DFT total energy: -11679.5765 hartree
charge: -2
M: 934.02 g/mol
2S+1: 4
energy relative to the best compared isomer or geometry (same formula, charge and spin): 0.00 kcal per mole
frontier orbital gap (spin up / spin down): 0.2223 / 0.2249 Eh

Results of the Mulliken charge analysis, in e, for atoms 1 through 4: number 1, Cr, carries 1.00; number 2, C, carries -1.81; number 3, C, carries 2.38; number 4, C, carries -2.26

=====

Entry 2:
ORCA calculation (ωB97M-V/def2-TZVPD) on a structure of composition C33H49BrEuNP3 in a non-equilibrium geometry.

Positions of all 88 atoms, in Å:
C: 1.472212 -2.418108 -3.896611
C: 2.485294 -2.548375 -2.923454
C: 3.666718 -1.813253 -3.099342
C: 3.752176 -0.923012 -4.170788
N: 2.748097 -0.742050 -5.031508
C: 1.643526 -1.482983 -4.921950
C: 2.264882 -3.278560 -1.704724
C: 1.888445 -3.822780 -0.655996
C: 1.158030 -3.928014 0.579327
C: 0.944514 -2.751977 1.350962
C: -0.097851 -2.703032 2.304391
C: -0.991699 -3.779977 2.290740
C: -0.561733 -5.024065 1.846691
C: 0.514776 -5.111872 0.978730
Eu: -0.955643 -0.554227 0.985623
P: 0.143345 1.318548 -1.320662
H: 4.489321 -1.919854 -2.392420
H: 0.563499 -3.013726 -3.833907
H: 4.654087 -0.321727 -4.315099
H: 0.867530 -1.333802 -5.678046
H: 0.832226 -6.062200 0.538365
H: 1.576629 -1.866872 1.172409
H: -1.105760 -5.917605 2.165339
H: -0.294672 -1.823671 2.946858
C: -0.210502 3.112878 -0.909834
C: 0.495212 4.232605 -1.651752
H: 0.025427 3.186156 0.162990
H: -1.299489 3.226097 -1.007688
H: 0.191084 5.194366 -1.223326
H: 1.582471 4.184219 -1.571431
H: 0.236510 4.267889 -2.712273
C: 1.953704 1.346675 -1.742589
C: 2.410925 1.947163 -3.067805
H: 2.253953 0.288084 -1.698914
H: 2.466346 1.850327 -0.906308
H: 3.511410 1.940701 -3.100078
H: 2.071808 1.362448 -3.929842
H: 2.083269 2.982413 -3.212117
C: -0.698797 1.018744 -2.952714
C: -0.877843 2.156218 -3.949979
H: -1.687215 0.620699 -2.670510
H: -0.159409 0.185999 -3.426426
H: -1.490359 1.798274 -4.789622
H: -1.394024 3.019360 -3.517694
H: 0.073083 2.496497 -4.376175
Br: -2.821863 -3.528909 2.929012
P: 1.815879 0.869534 2.395025
C: 2.804251 2.313435 1.843099
C: 3.356083 3.214083 2.938845
H: 2.143050 2.886005 1.169444
H: 3.618483 1.913686 1.220374
H: 3.928946 4.023819 2.467337
H: 2.554994 3.660662 3.539858
H: 4.031690 2.675635 3.616340
C: 1.134175 1.269462 4.061657
C: 1.997562 0.932127 5.267657
H: 0.180070 0.717244 4.133778
H: 0.875633 2.337832 4.056730
H: 1.455204 1.200492 6.184321
H: 2.231443 -0.137527 5.318658
H: 2.944012 1.485234 5.271306
C: 3.060490 -0.471256 2.640206
C: 4.467719 -0.151874 3.121082
H: 3.153071 -0.934707 1.644799
H: 2.597294 -1.214482 3.306344
H: 5.025879 -1.101075 3.124140
H: 4.977171 0.543460 2.442546
H: 4.475797 0.253837 4.140053
C: -3.469909 -0.368261 1.803628
P: -3.552734 -0.104443 -0.047101
C: -3.219386 -1.837646 -0.648971
C: -5.322737 0.140797 -0.299006
C: -5.746743 1.442925 -0.630717
C: -7.107789 1.734014 -0.697639
C: -8.059787 0.729321 -0.447915
C: -7.628553 -0.565145 -0.148412
C: -6.272773 -0.861403 -0.057015
H: -2.935996 0.459105 2.321206
H: -3.001606 -1.345578 2.081108
H: -4.487442 -0.420565 2.207132
H: -2.575721 -2.468987 -0.001248
H: -4.164961 -2.374852 -0.782267
H: -2.761789 -1.744027 -1.644394
H: -4.993178 2.216431 -0.827293
H: -7.430084 2.747434 -0.952667
H: -9.121576 0.968063 -0.501501
H: -8.363833 -1.352435 0.011944
H: -5.952602 -1.866646 0.200292

Forces on atoms 1 to 3 (eV/Å):
C 0.1 0.1 0.2
C 0.2 0.4 -0.5
C 0.0 0.0 0.0

Summary:
E_HOMO (spin up / spin down): -13.89 / -13.92 eV
DFT total energy: -5649.3977 hartree
charge: +2
M: 784.55 g/mol
2S+1: 8
energy relative to the best compared isomer or geometry (same formula, charge and spin): 22.05 kcal per mole
frontier orbital gap (spin up / spin down): 0.3017 / 0.3053 Eh

Results of the Mulliken charge analysis, in e, for atoms 1 through 4: number 1, C, carries -0.29; number 2, C, carries 0.62; number 3, C, carries -0.52; number 4, C, carries -0.44

=====

Entry 3:
ORCA calculation (ωB97M-V/def2-TZVPD) on a structure of composition C33H50BCoN8Se in a non-equilibrium geometry.

Positions of all 94 atoms, in Å:
Co: 0.397607 -0.020034 -0.327834
C: 1.215390 2.307653 -2.288670
C: 0.486542 3.390126 -1.500713
C: 1.442700 4.180065 -0.601724
C: -0.645597 2.853929 -0.683898
C: -1.769401 3.567224 -0.306516
C: -2.590085 2.685173 0.408981
C: -3.893641 3.198405 0.931655
C: -4.935701 3.192023 -0.198378
C: -4.474112 2.594479 2.196891
N: -1.961372 1.488030 0.438501
N: -0.768546 1.609619 -0.201047
B: -2.458650 0.039209 0.748891
N: -2.360570 -0.777783 -0.588316
N: -1.189356 -0.848268 -1.275602
C: -1.368888 -1.592019 -2.376120
C: -2.696918 -2.004197 -2.403902
C: -3.298388 -1.481760 -1.257443
C: -4.725081 -1.763297 -0.911735
C: -5.611069 -0.517573 -0.838595
C: -4.841575 -2.590106 0.371540
C: -0.347906 -1.843400 -3.441160
C: 1.089893 -1.576382 -3.000803
C: -0.728338 -1.003050 -4.669241
N: -1.515493 -0.684298 1.767484
N: -0.319001 -1.062772 1.250090
C: 0.249004 -1.976055 2.044798
C: -0.580045 -2.150381 3.144109
C: -1.697049 -1.327234 2.942647
C: -2.758352 -1.300530 3.999869
C: -3.758555 -0.161478 3.997176
C: -3.487906 -2.655744 4.046622
C: 1.489905 -2.751996 1.730565
C: 1.240716 -4.232491 2.054958
C: 1.901078 -2.634874 0.265764
H: 1.997987 2.761707 -2.891979
H: 0.528065 1.792600 -2.957811
H: 1.690095 1.585623 -1.607009
H: 0.047430 4.093753 -2.217775
H: 1.926173 3.518701 0.117757
H: 0.905134 4.952649 -0.059143
H: 2.207759 4.659055 -1.205204
H: -1.985317 4.591246 -0.528904
H: -3.694460 4.255237 1.153569
H: -5.214686 2.173627 -0.442806
H: -4.556703 3.677682 -1.092233
H: -5.821084 3.722439 0.137649
H: -4.853644 1.592351 2.034067
H: -5.309407 3.212601 2.518892
H: -3.734961 2.575195 2.992346
H: -3.553765 0.053778 1.144213
H: -3.169670 -2.608851 -3.151225
H: -5.096364 -2.379246 -1.736439
H: -5.408510 0.051670 0.062644
H: -6.653725 -0.824381 -0.817885
H: -5.456570 0.114916 -1.709787
H: -4.497075 -2.015822 1.225762
H: -4.252840 -3.501612 0.295799
H: -5.880839 -2.864906 0.532147
H: -0.428228 -2.896480 -3.735887
H: 1.129301 -0.712216 -2.305236
H: 1.711596 -1.341079 -3.862338
H: 1.518154 -2.448193 -2.513126
H: -0.701773 0.058300 -4.434296
H: -1.728479 -1.254889 -5.012646
H: -0.038214 -1.204077 -5.483509
H: -0.412161 -2.787394 3.988149
H: -2.194055 -1.232524 4.941327
H: -4.471722 -0.266703 3.187457
H: -3.255839 0.795223 3.915116
H: -4.318874 -0.177199 4.929207
H: -4.075730 -2.801820 3.144915
H: -4.160190 -2.671609 4.900703
H: -2.792391 -3.484585 4.144132
H: 2.307461 -2.384528 2.363689
H: 0.332130 -4.577147 1.564705
H: 1.138217 -4.390384 3.123677
H: 2.072494 -4.833641 1.698103
H: 1.229987 -3.228366 -0.352767
H: 2.912894 -3.009339 0.137836
H: 1.878209 -1.583996 -0.071547
Se: 1.202902 1.619272 2.378670
N: 1.970329 0.782128 0.986472
C: 3.252915 0.536188 1.297850
C: 4.231976 -0.056303 0.479327
C: 5.504513 -0.195016 0.972174
C: 5.861982 0.234652 2.267528
C: 4.944277 0.820301 3.095495
C: 3.624027 0.984316 2.621890
N: 2.644680 1.557944 3.307097
H: 3.987634 -0.369405 -0.524903
H: 6.268853 -0.630166 0.348126
H: 6.885066 0.111635 2.589310
H: 5.191422 1.172438 4.085591

Forces on atoms 1 to 3 (eV/Å):
Co 0.8 0.4 0.9
C -0.2 0.1 0.1
C 0.3 -0.1 0.2

Summary:
E_HOMO (spin up / spin down): -13.84 / -13.84 eV
DFT total energy: -5534.0949 hartree
charge: +2
M: 707.52 g/mol
2S+1: 5
energy relative to the best compared isomer or geometry (same formula, charge and spin): 0.00 kcal per mole
frontier orbital gap (spin up / spin down): 0.2896 / 0.1462 Eh

Results of the Mulliken charge analysis, in e, for atoms 1 through 4: number 1, Co, carries -0.52; number 2, C, carries -0.83; number 3, C, carries 0.23; number 4, C, carries -1.27